Molecular formula: C14H20O2
Method: DFT, the ωB97M-V functional and the def2-TZVPD basis

Output
Structure (SMILES): CC1(C)[C@@H]2CC[C@@](C)(C2)[C@]12CC(=O)C=CO2
Net charge: 0
E_HOMO in Eh: -0.3390

```
36
Properties=species:S:1:pos:R:3:lowdin_charge:R:1
H 1.22 -2.09 0.86 0.1045
C 0.33 0.49 -1.00 -0.3729
H -0.72 0.55 3.07 0.0902
C 2.46 -0.56 0.02 -0.1461
H -1.19 1.67 -2.09 0.0914
C 1.35 1.24 0.98 -0.1004
C -2.41 -1.30 -0.71 -0.4240
C 0.12 -0.14 2.85 -0.0132
H -3.40 1.77 0.25 0.1175
H -4.15 -0.10 -1.15 0.1289
C 1.74 0.74 -0.37 -0.2461
C -3.17 -0.10 -0.65 -0.0066
C 0.60 -0.03 1.40 -0.3805
H 2.32 -1.35 1.99 0.1246
C -0.50 -0.04 0.25 -0.2562
C -2.75 0.95 0.10 -0.0524
H 1.05 -0.09 -2.98 0.0973
O -1.52 0.91 0.70 -0.0223
C -0.18 1.79 -1.64 -0.0391
H 0.75 -1.48 -2.02 0.0707
H -0.61 -0.60 -2.67 0.0873
O -2.81 -2.25 -1.37 0.0619
H 2.38 1.41 -0.97 0.1571
H 3.49 -0.33 0.43 0.1256
H -0.52 -2.19 -0.37 0.1228
C 1.64 -1.15 1.15 -0.1204
H -1.36 -1.83 1.09 0.1353
C 0.37 -0.49 -2.21 -0.0323
H 0.79 2.15 1.01 0.1158
H 0.95 0.13 3.48 0.0848
H 2.62 -1.28 -0.85 0.1269
H 0.47 2.07 -2.47 0.0860
H -0.22 -1.13 3.06 0.0672
H -0.19 2.64 -0.93 0.0942
H 2.21 1.44 1.64 0.1359
C -1.15 -1.44 0.11 -0.0133
```

***

Molecular formula: C14H20ORuS3
Method: DFT, the ωB97M-V functional and the def2-TZVPD basis

Output
Relative energy (zero: lowest compared OMol25 entry of this formula, charge and spin) in eV: 0.000
Net charge: +3
E_HOMO (alpha / beta) in Eh: -0.7153 / -0.7456
2S+1: 2

```
39
Properties=species:S:1:pos:R:3:lowdin_charge:R:1
C 0.63 0.64 2.23 -0.2309
O -3.11 1.34 -0.65 0.2531
H 2.55 -0.53 -2.67 0.0940
C -1.72 0.28 2.73 0.0443
H 0.74 -1.70 -3.17 0.0874
C -0.17 -1.14 -3.01 -0.4268
H -0.96 0.87 -3.00 0.0899
C -2.15 0.85 -0.36 -0.1362
H -0.21 -1.25 2.88 0.1381
S -0.91 -1.65 -1.43 0.9998
H 2.05 -2.52 -1.77 0.0901
C -3.36 2.20 2.78 0.0137
H 1.65 0.33 2.38 0.1162
H -3.38 2.57 3.82 0.1395
H -0.06 -3.85 -1.72 0.1285
H -2.50 -0.37 3.10 0.1557
C 3.02 -0.34 -0.53 -0.4454
S 1.74 -1.31 0.27 0.9856
C -0.97 2.47 2.02 0.0267
H 3.92 -0.95 -0.62 0.1257
C -2.01 1.65 2.50 -0.2274
H 2.09 -3.56 -0.35 0.1244
C 2.62 0.22 -1.88 -0.4149
H 3.25 0.46 0.18 0.0995
H -1.17 3.52 1.83 0.1577
C 0.00 0.35 -3.09 -0.4648
C 0.10 -3.07 -0.97 -0.4500
H -3.59 3.07 2.16 0.1122
H -0.32 -3.42 -0.03 0.1059
C 1.56 -2.73 -0.83 -0.4223
H 1.14 2.68 1.67 0.1413
H -0.87 -1.44 -3.79 0.1219
S 1.03 1.10 -1.81 0.9605
H 3.36 0.95 -2.18 0.1163
C 0.34 1.99 1.90 -0.0983
H -4.14 1.45 2.71 0.1119
Ru -0.19 0.41 0.17 0.7348
C -0.43 -0.23 2.59 -0.0814
H 0.43 0.63 -4.05 0.1240
```

***

What M values result from the calculations? In sequence: 220.3 401.6 g/mol.